Entry from OMol25: a cluster of 10 separate species, C20H35Cl18N2O3S in total (ωB97M-V/def2-TZVPD).

```
79
Properties=species:S:1:pos:R:3:forces:R:3:lowdin_charge:R:1
C -3.26272 1.48781 0.71565 -0.1 -0.3 -0.4 -0.126
O -2.56226 1.01960 1.85230 -0.1 -0.1 0.1 -0.232
C -1.17775 1.11968 1.72138 0.1 0.1 0.3 -0.178
C -0.61014 0.18386 0.66911 0.0 -0.4 -0.4 -0.147
C 0.87435 -0.02170 0.64040 0.1 0.0 -0.1 -0.136
C 1.86979 0.87515 1.26551 0.1 -0.1 -0.3 -0.074
C 3.33702 0.47109 1.12708 0.1 0.2 0.0 -0.178
C 3.82753 -0.48714 2.21575 0.2 -0.2 0.1 -0.095
C 3.39739 -1.90702 1.94478 0.0 0.1 0.2 -0.521
O 3.88286 -2.62949 1.10792 -0.2 0.2 0.3 0.043
O 2.34749 -2.27864 2.71314 0.2 -0.1 -0.2 0.113
N 1.13873 -1.10794 -0.00338 -0.3 -0.1 0.0 0.148
C -0.08720 -1.80879 -0.44313 0.1 0.2 0.2 -0.049
C -1.01366 -1.31624 0.67536 0.4 0.0 0.0 -0.257
N -2.38999 -1.66538 0.51865 -0.1 -0.2 0.3 0.097
C -3.06000 -2.19699 1.38386 -0.1 0.3 -0.3 -0.753
S -3.98989 -2.84369 2.44868 0.1 -0.1 -0.2 0.805
H -3.28528 0.72773 -0.07799 0.0 0.0 0.1 0.087
H -2.80279 2.38189 0.29959 0.1 0.1 0.2 0.006
H -4.29282 1.70340 0.99398 0.1 0.0 0.2 0.092
H -0.76532 0.87417 2.70409 0.0 0.0 0.0 0.146
H -0.90052 2.15256 1.46369 0.1 0.0 0.1 0.117
H -0.81809 0.54752 -0.35404 -0.3 0.2 0.2 0.181
H 1.69269 1.86843 0.83191 0.0 0.0 0.2 0.129
H 1.59259 0.93977 2.32502 -0.1 0.2 -0.1 0.148
H 3.55050 0.05645 0.13723 0.0 0.1 0.1 0.051
H 3.93578 1.37923 1.20139 0.0 0.0 0.0 0.126
H 4.91912 -0.48858 2.21494 -0.1 0.0 0.0 0.098
H 3.48985 -0.17457 3.20423 -0.1 0.0 -0.1 0.130
H 2.14162 -3.20133 2.49001 0.0 0.0 0.1 0.135
H 2.06138 -1.48344 -0.21422 0.1 0.1 0.0 0.058
H 0.04165 -2.88795 -0.49994 0.2 0.1 0.0 0.082
H -0.37811 -1.39453 -1.41392 -0.1 -0.2 0.0 0.150
H -0.58630 -1.73749 1.59654 -0.3 -0.1 0.1 0.166
C -5.78774 0.02043 5.19248 0.0 0.0 0.0 -1.015
Cl -4.46773 0.38062 4.06701 0.0 0.1 0.0 0.525
Cl -5.35681 0.36836 6.86792 0.0 0.0 0.0 0.517
H -6.63753 0.63367 4.91993 0.0 0.0 0.0 0.026
H -6.02448 -1.03371 5.11207 0.0 0.0 0.0 0.021
C -2.80667 5.25273 -1.48266 -0.1 0.0 0.1 -0.961
Cl -3.95014 3.90549 -1.42555 -0.2 0.1 -0.2 0.583
Cl -1.33163 4.85363 -0.59241 0.1 0.1 0.0 0.511
H -2.56134 5.45947 -2.51668 0.1 -0.1 0.0 0.035
H -3.26819 6.11057 -1.00940 0.0 0.0 0.0 0.035
C 3.29420 -2.00143 -3.08630 0.2 -0.1 -0.1 -0.938
Cl 3.47559 -0.32285 -2.55867 0.0 0.1 -0.1 0.556
Cl 3.06929 -3.07702 -1.69661 0.0 -0.1 -0.3 0.588
H 2.43832 -2.06693 -3.74673 -0.1 0.0 0.1 0.035
H 4.20401 -2.31212 -3.58612 0.0 0.1 0.0 0.017
C 6.69825 -1.93102 -0.55145 0.0 -0.1 0.0 -0.981
Cl 7.09011 -2.03248 -2.27445 -0.1 0.0 0.0 0.543
Cl 6.60647 -0.25069 0.00560 0.0 0.0 0.0 0.557
H 5.73579 -2.40170 -0.38357 0.0 0.1 0.0 -0.019
H 7.48074 -2.43074 0.00569 0.0 0.0 0.0 0.034
C -0.25375 -6.20116 -1.71457 0.0 0.0 -0.1 -0.994
Cl 0.01425 -5.63096 -3.36179 0.0 0.0 0.0 0.518
Cl 0.92419 -5.50493 -0.58139 0.0 -0.1 0.1 0.490
H -1.24534 -5.89953 -1.40138 0.0 0.0 0.0 0.026
H -0.14276 -7.27780 -1.69044 0.0 0.0 0.0 0.031
C -0.08615 5.56432 2.86193 -0.1 0.0 0.0 -1.023
Cl 1.03680 4.79921 1.71504 0.1 -0.1 0.0 0.466
Cl -0.07400 7.31696 2.72189 0.0 0.0 0.0 0.539
H -1.08303 5.20450 2.63653 0.0 0.0 0.0 0.013
H 0.22005 5.28771 3.86293 0.0 0.0 0.0 0.027
C -7.12087 4.08506 -3.47574 0.0 0.0 0.0 -1.048
Cl -6.98603 5.29687 -4.75573 0.0 0.0 0.0 0.506
Cl -8.64570 4.19528 -2.59027 0.0 0.0 0.0 0.507
H -7.06015 3.10336 -3.92929 0.0 0.0 0.0 0.024
H -6.31106 4.25132 -2.77697 0.0 0.0 0.0 -0.048
C 9.86090 -0.08327 -4.24529 0.0 0.0 0.0 -1.046
Cl 11.61108 -0.23489 -4.07210 0.0 0.0 0.0 0.512
Cl 9.34034 -0.12344 -5.93528 0.0 0.0 0.0 0.499
H 9.39349 -0.91182 -3.72923 0.0 0.0 0.0 -0.025
H 9.55459 0.86337 -3.81734 0.0 0.0 0.0 0.024
C -6.54814 -2.57001 -0.79677 0.0 0.0 0.1 -1.041
Cl -5.98223 -2.76218 -2.46136 0.0 0.0 0.0 0.500
Cl -7.73311 -3.79505 -0.33920 0.0 0.0 0.0 0.517
H -5.69347 -2.66088 -0.13817 0.0 0.0 0.0 -0.024
H -7.00792 -1.59375 -0.70169 0.0 0.0 0.0 0.025
```
Positions in Å, forces in eV/Å.

Values from the calculation:
- M (g mol⁻¹) = 1021.732
- orbital gap (Ha) = 0.3232
- energy above the lowest of the compared OMol25 structures with the same formula, charge and spin (eV) = 0.0000
- largest force on an atom (eV/Å) = 0.59
- net charge = +1
- multiplicity = 1

---

Entry from OMol25: an isolated molecule of C20H35ClN3O4PS (ωB97M-V/def2-TZVPD).

```
65
Properties=species:S:1:pos:R:3:forces:R:3:lowdin_charge:R:1
C -0.96844 2.90939 3.48532 -1.0 -0.3 -1.3 -0.127
C -0.00667 3.19767 2.14741 -1.7 0.4 2.4 -0.309
N 0.07465 1.87859 1.41371 2.5 0.9 -1.3 -0.044
C 1.33051 1.80752 0.51966 -2.8 -0.8 0.4 -0.682
Cl 1.58929 3.50249 -0.18882 0.6 -1.0 0.0 0.687
O 2.41781 1.37494 1.45814 0.6 1.0 -3.1 -0.240
S 3.94979 1.51562 0.73108 6.2 2.2 4.6 0.771
O 4.90403 0.53871 1.52314 -4.3 2.2 -3.3 -0.403
O 4.61167 2.93694 0.91671 -3.6 -4.9 -1.5 -0.384
C 3.83587 1.03826 -1.07061 -0.4 0.4 -0.6 -0.406
P 5.42188 -0.03258 -1.43798 0.3 -0.3 -2.4 0.746
N 5.42213 -0.35403 -3.02388 0.8 0.7 1.3 -0.342
C 2.44466 0.32265 -1.53696 -0.2 -0.9 -1.2 -0.261
C 2.51931 -1.33982 -1.58850 -0.8 0.0 0.1 -0.173
C 2.80259 -2.03477 -0.13139 0.3 -0.6 -0.4 -0.230
C 1.51901 -2.80660 0.53482 1.2 -0.5 0.5 -0.182
C 1.80630 -2.84058 2.17674 0.8 -0.1 -0.4 -0.259
N 1.73828 -4.30314 2.65991 0.9 1.6 0.9 -0.073
C 1.10064 0.75977 -0.71731 -0.5 -1.0 0.0 -0.212
C -0.07437 1.24219 -1.79292 -1.1 0.7 1.5 -0.091
C -1.23502 0.07383 -2.03596 1.0 -0.7 -0.6 -0.344
C -1.42326 -0.22322 -3.64214 0.6 0.0 0.8 -0.080
O -2.46074 0.49441 -1.33733 -0.2 -1.1 -1.2 -0.216
C -3.60200 -0.40574 -1.64680 -0.6 0.3 0.6 -0.168
C -4.78217 -0.25882 -0.47126 -2.6 0.0 2.9 -0.099
C -5.14383 1.15564 0.28241 -2.0 -3.1 1.1 -0.026
C -6.33076 1.20107 1.44460 0.6 -3.2 -1.3 -0.076
C -7.16618 -0.12495 1.93150 3.2 -0.4 -3.3 -0.085
C -6.81568 -1.55666 1.19161 1.9 3.8 -1.0 -0.069
C -5.65228 -1.60356 -0.00771 -0.9 3.1 2.0 -0.026
H -0.64244 1.94605 4.07577 -0.4 2.2 -1.1 0.082
H -1.10116 3.86626 4.14561 0.5 -1.9 -1.2 0.075
H -2.04595 2.67145 3.03383 2.2 0.4 1.1 0.074
H 1.01851 3.57815 2.59146 -2.0 -1.0 -1.5 0.128
H -0.59098 4.04718 1.54703 1.7 -1.8 1.1 0.116
H -0.78572 1.65496 0.86891 1.0 0.4 0.5 0.113
H 3.98813 2.01829 -1.72546 -0.2 -1.9 1.8 0.138
H 5.43410 -1.25475 -0.62751 -0.3 1.4 -0.3 0.029
H 6.59376 0.75021 -1.12990 -1.0 -0.4 0.6 0.029
H 6.27382 0.06348 -3.46829 -1.1 -0.5 0.5 -0.031
H 2.26482 0.64809 -2.67183 0.7 -0.6 2.6 0.150
H 3.26689 -1.74498 -2.40042 -1.3 1.2 1.6 0.101
H 1.43787 -1.68335 -1.95051 2.2 0.7 0.7 0.118
H 3.26790 -1.29730 0.65123 -1.0 -1.2 -1.6 0.078
H 3.63154 -2.87147 -0.31926 -1.7 1.8 0.5 0.123
H 1.55310 -3.92856 0.13294 -0.3 2.4 1.0 0.120
H 0.47156 -2.36603 0.25568 2.0 -0.6 0.6 0.092
H 2.91899 -2.49597 2.43828 -2.4 -0.2 -1.0 0.119
H 1.10334 -2.12383 2.78030 1.1 -1.6 -1.3 0.120
H 2.75226 -4.61406 2.69206 -1.8 0.3 0.0 0.074
H 1.45044 -4.21830 3.65961 0.4 -0.5 -1.0 0.056
H 0.66710 -0.23974 -0.22780 1.1 2.3 -0.7 0.137
H 0.35391 1.68895 -2.78521 -0.7 -1.1 1.9 0.125
H -0.65676 2.13605 -1.25742 1.2 -1.9 -1.3 0.115
H -0.91145 -0.96620 -1.54892 -0.4 2.1 -0.9 0.139
H -1.95051 0.70392 -4.12348 0.9 -1.9 0.7 0.102
H -0.33596 -0.37601 -4.09921 -2.4 0.4 0.9 0.098
H -1.99832 -1.23931 -3.77108 0.9 2.2 0.0 0.086
H -3.16436 -1.49453 -1.66180 -1.2 1.9 0.0 0.130
H -4.06866 -0.09036 -2.69523 1.0 -0.9 2.2 0.142
H -4.58127 2.17349 0.03516 -1.3 -2.6 0.5 0.096
H -6.59324 2.23384 1.95480 0.7 -2.4 -1.2 0.080
H -7.98985 -0.07217 2.79115 2.1 -0.1 -2.2 0.090
H -7.40424 -2.52294 1.53346 1.5 2.2 -1.0 0.082
H -5.45415 -2.64573 -0.51114 -0.3 2.4 1.1 0.080
```
Positions in Å, forces in eV/Å.

Values from the calculation:
- M (g mol⁻¹) = 480.011
- orbital gap (Ha) = 0.3233
- largest force on an atom (eV/Å) = 8.03
- net charge = 0
- multiplicity = 1

---

Entry from OMol25: a cluster of 3 separate species, C20H35F8NO4 in total (ωB97M-V/def2-TZVPD).

```
68
Properties=species:S:1:pos:R:3:forces:R:3:lowdin_charge:R:1
C -3.66270 1.88180 3.95645 -0.2 0.4 -0.4 -0.057
C -4.36750 2.34670 2.67808 0.3 -0.3 0.1 -0.254
O -3.63469 1.91349 1.53768 -0.1 0.0 0.1 -0.161
C -4.38627 1.19255 0.59006 0.2 0.1 -0.6 -0.234
C -3.56093 1.13869 -0.68548 0.6 0.0 0.4 -0.159
C -2.55626 -0.02104 -0.68238 -0.6 0.9 -0.7 -0.188
C -1.44416 0.23020 -1.70666 0.1 -0.8 0.3 -0.146
C -0.05654 -0.29506 -1.29151 -0.3 0.4 -1.2 -0.099
C 0.88458 0.72609 -0.65106 1.0 -0.3 1.1 -0.183
C 1.63124 1.69321 -1.59160 -0.4 0.1 -0.1 -0.335
F 2.69276 0.99994 -2.11187 -0.2 0.2 0.0 0.111
F 2.12223 2.76515 -0.90943 -0.2 -0.5 -0.3 0.146
C 0.94467 2.27571 -2.86834 0.5 0.4 -0.7 -0.299
F 0.42373 1.29598 -3.64977 0.2 0.3 0.5 0.138
F 1.95464 2.84237 -3.58750 -0.4 -0.2 0.2 0.134
C -0.12736 3.40818 -2.64871 -0.2 0.4 -0.3 -0.498
F -0.45053 3.53861 -1.36375 0.0 0.0 -0.6 0.174
F -1.24707 3.11519 -3.35006 0.6 0.3 0.4 0.150
F 0.34978 4.58724 -3.09631 -0.4 -0.7 0.4 0.167
C 0.20133 1.26693 0.62920 -0.6 0.1 0.2 -0.371
O -0.12568 2.37587 0.90663 -0.1 0.0 -0.2 0.171
N 0.07882 0.17405 1.55858 0.8 -0.9 -0.3 0.076
C 1.31639 -0.62125 1.35048 0.2 1.2 0.4 -0.091
C 1.98753 -0.11341 0.04320 -1.1 -0.9 1.0 -0.241
F 3.05821 0.65983 0.43805 0.4 0.1 -0.3 0.022
H -2.70256 1.47434 3.66931 0.2 -0.1 0.1 0.070
H -4.24906 1.13695 4.47768 0.0 -0.2 0.2 0.064
H -3.48973 2.73453 4.60140 0.0 0.0 0.3 0.066
H -4.43302 3.43101 2.64712 0.0 0.2 -0.1 0.113
H -5.38089 1.95751 2.63219 -0.2 -0.1 0.0 0.106
H -5.33340 1.69233 0.39288 -0.3 0.0 0.1 0.119
H -4.55700 0.17101 0.94052 -0.3 -0.1 0.2 0.125
H -4.16648 1.13640 -1.58676 -0.2 -0.1 -0.1 0.119
H -2.98148 2.05911 -0.69912 -0.1 0.3 -0.1 0.110
H -2.18859 -0.14091 0.32642 0.1 -0.1 0.2 0.086
H -3.09607 -0.91421 -0.96361 0.1 -0.4 0.2 0.102
H -1.41781 1.27434 -1.97869 0.1 0.2 0.1 0.077
H -1.70508 -0.30231 -2.61592 -0.1 0.0 -0.3 0.122
H 0.43777 -0.65567 -2.19071 0.2 -0.1 -0.1 0.126
H -0.19434 -1.16176 -0.65880 0.1 -0.1 0.3 0.102
H -0.68272 -0.46001 1.35437 -0.5 0.5 0.0 0.091
H 1.98040 -0.30636 2.14895 0.4 -0.2 0.1 0.121
H 1.20302 -1.69254 1.44187 -0.4 -0.2 -0.3 0.120
H 2.28766 -0.98009 -0.53175 0.6 0.2 -0.5 0.157
C -1.73305 -4.75596 1.59315 0.1 0.1 0.1 -0.058
C -2.62209 -3.83709 0.77041 0.1 -0.4 -0.1 -0.486
C -3.50143 -4.61990 -0.19136 -0.1 0.1 -0.1 -0.057
O -1.82489 -2.89257 0.04820 0.1 0.1 0.2 -0.074
H -1.06502 -5.32452 0.94028 -0.1 0.0 0.0 0.083
H -1.11056 -4.17686 2.27594 0.0 0.0 0.0 0.077
H -2.32505 -5.46119 2.17683 0.0 0.0 0.0 0.082
H -3.24891 -3.24390 1.43747 0.0 0.1 0.0 0.140
H -2.88603 -5.18387 -0.89765 0.0 -0.1 0.1 0.083
H -4.13102 -3.94476 -0.77150 0.0 0.0 0.0 0.079
H -4.14294 -5.32164 0.34202 0.0 0.0 0.0 0.082
H -1.25762 -3.38911 -0.55154 0.0 -0.1 0.0 0.093
C 7.57736 0.63743 0.33992 0.1 -0.1 0.1 -0.063
C 6.64864 -0.35194 -0.34735 -0.2 0.4 0.1 -0.495
C 5.80581 0.32401 -1.41547 0.0 -0.1 -0.1 -0.066
O 5.79886 -0.98444 0.61096 0.1 -0.2 0.0 -0.060
H 6.99793 1.42214 0.83358 0.0 0.0 -0.1 0.082
H 8.17076 0.13676 1.10529 0.0 0.0 0.0 0.077
H 8.25459 1.10766 -0.37440 0.0 0.0 0.0 0.079
H 7.23911 -1.15260 -0.79484 0.0 -0.1 0.1 0.136
H 5.17464 1.09532 -0.96946 0.1 0.0 0.0 0.069
H 5.14436 -0.40163 -1.89016 0.0 0.0 0.0 0.078
H 6.42369 0.78714 -2.18642 0.0 0.0 0.0 0.082
H 5.25603 -0.29919 1.01475 -0.1 0.0 0.0 0.069
```
Positions in Å, forces in eV/Å.

Values from the calculation:
- M (g mol⁻¹) = 505.487
- orbital gap (Ha) = 0.3630
- energy above the lowest of the compared OMol25 structures with the same formula, charge and spin (eV) = 0.0000
- largest force on an atom (eV/Å) = 1.80
- net charge = 0
- multiplicity = 1

---

Entry from OMol25: a structure of composition C20H35HgN6OP (ωB97M-V/def2-TZVPD).

```
64
Properties=species:S:1:pos:R:3:forces:R:3:lowdin_spin:R:1
Hg -0.33228 -0.01167 -0.05416 -0.2 0.5 -0.2 -0.001
N 1.72443 1.10385 -0.84977 0.0 0.0 0.0 0.004
C 1.28563 2.34082 -0.22004 0.0 -0.2 0.4 0.068
C 2.26093 3.29637 0.31702 -0.1 -0.1 -0.2 0.604
C 1.60026 4.61066 0.60105 0.0 0.1 -0.1 0.071
C -1.04942 4.98588 0.35247 0.0 0.0 -0.1 0.001
C -1.94516 3.77367 0.15981 0.2 0.0 0.0 0.007
C -3.28662 3.68519 0.26428 -0.3 0.0 0.0 0.005
C -3.96786 2.48067 -0.08974 0.1 0.3 0.1 0.014
C -3.22139 1.45273 -0.56121 0.1 -0.3 0.0 0.001
N -1.86785 1.49295 -0.70193 0.3 0.0 0.2 0.023
C -1.19395 2.61534 -0.28899 -0.6 0.7 -1.3 0.006
H 2.59431 0.80122 -0.42364 0.0 -0.1 0.0 0.000
H 1.90142 1.23704 -1.84022 0.0 0.0 0.0 0.000
H 3.29920 3.06256 0.50732 0.0 0.0 0.0 0.036
H 2.24596 5.41605 0.23457 0.0 0.0 0.0 0.017
H -0.88560 5.15307 1.41666 0.0 -0.1 0.1 0.000
H -3.86163 4.54428 0.59215 0.0 0.0 0.0 0.000
H -5.04122 2.39380 -0.02204 0.0 0.0 0.0 0.001
H -3.68285 0.52508 -0.87885 0.0 0.0 0.0 0.000
C -1.68681 6.26155 -0.19660 0.0 0.1 0.0 0.000
C 0.31133 4.57805 -0.30052 0.0 0.1 -0.1 0.003
C 0.62708 5.31515 -1.60870 0.0 0.0 0.0 0.004
C 1.40421 4.84812 2.10238 0.0 0.0 0.0 0.035
C 0.14427 3.12008 -0.68227 -0.6 -0.4 1.0 0.012
N 0.11705 2.19940 0.73802 1.1 -0.2 0.1 0.085
H -1.01736 7.11801 -0.10318 0.0 0.0 0.0 0.000
H -2.58922 6.49989 0.36804 0.0 0.0 0.0 0.000
H -1.97234 6.15773 -1.24367 0.0 0.0 0.0 0.000
H 0.79703 6.37617 -1.42244 0.0 0.0 0.0 0.000
H -0.17569 5.21878 -2.34113 0.0 0.0 0.0 0.000
H 1.53780 4.90603 -2.05383 0.0 0.0 0.0 0.002
H 1.00083 5.84362 2.29753 0.0 0.0 0.0 0.003
H 2.37010 4.78389 2.60702 0.0 0.0 0.0 0.001
H 0.73972 4.10154 2.53490 0.0 0.0 0.0 0.000
C 1.86982 -2.24956 2.30963 -0.1 0.1 0.0 0.000
N 0.41461 -2.09752 2.41580 0.1 -0.1 0.2 0.000
C -0.04051 -1.73960 3.75773 0.0 0.2 0.0 0.000
P -0.51522 -2.81124 1.26977 0.1 0.4 -0.4 0.000
O -0.33853 -2.13112 -0.09202 0.0 -0.3 0.4 -0.001
N 0.00690 -4.34734 1.09274 0.0 -0.4 0.0 0.000
C 0.28815 -5.19234 2.25278 0.1 0.0 0.0 0.000
C -0.39494 -5.10548 -0.09676 0.1 0.0 0.0 0.000
N -2.06989 -2.63637 1.75748 -0.3 -0.1 0.0 0.000
C -2.55316 -3.46021 2.86859 0.0 0.0 0.0 0.000
C -3.14063 -2.27043 0.82145 0.0 0.0 0.1 0.000
H 2.34424 -1.30978 2.59499 0.0 0.0 0.0 0.000
H 2.16005 -2.49134 1.28942 0.0 0.0 0.0 0.000
H 2.23928 -3.03605 2.97264 0.0 0.0 0.0 0.000
H 0.51684 -0.86522 4.09383 0.0 0.0 0.0 0.000
H 0.13148 -2.54863 4.47452 0.0 0.0 0.0 0.000
H -1.09497 -1.48053 3.74765 0.0 0.0 0.0 0.000
H 0.54768 -4.58806 3.12012 0.0 0.0 0.0 0.000
H 1.13574 -5.84205 2.03182 0.0 0.0 0.0 0.000
H -0.56825 -5.82133 2.50964 0.0 0.0 0.0 0.000
H -0.55066 -4.43610 -0.93810 0.0 0.0 0.0 0.000
H -1.30908 -5.67686 0.08888 0.0 0.0 0.0 0.000
H 0.40029 -5.80348 -0.35910 0.0 0.0 0.0 0.000
H -1.73689 -3.78124 3.51255 0.0 0.0 0.0 0.000
H -3.06913 -4.34988 2.49699 0.0 0.0 0.0 0.000
H -3.24987 -2.88548 3.48019 0.0 0.0 0.0 0.000
H -2.73149 -1.86063 -0.09617 0.1 0.0 0.0 0.000
H -3.79302 -1.52503 1.27851 0.0 0.0 0.0 0.000
H -3.73791 -3.14967 0.56777 0.0 0.0 0.0 0.000
```
Positions in Å, forces in eV/Å.

Values from the calculation:
- expectation value of S² = 0.758
- M (g mol⁻¹) = 607.105
- orbital gap (alpha / beta) (Ha) = 0.2386 / 0.2494
- energy above the lowest of the compared OMol25 structures with the same formula, charge and spin (eV) = 4.8684
- largest force on an atom (eV/Å) = 1.59
- net charge = +1
- multiplicity = 2